# 1
8
Properties=species:S:1:pos:R:3:nbo_charge:R:1 method="wB97M-V/def2-TZVPD" homo_lumo_gap_ev=11.125 smiles="O=C(Cl)[C@H](O)F" e_above_lowest_kj_mol=67.8 e_lumo_ha=0.00924
O 2.223 1.776 0.139 -0.464
C 2.141 0.579 0.123 0.429
Cl 3.493 -0.417 -0.129 0.016
C 0.745 -0.091 0.091 0.387
O -0.152 0.649 0.797 -0.680
F 0.800 -1.362 0.609 -0.348
H 0.385 -0.124 -0.918 0.167
H -0.277 0.055 1.668 0.494

# 2
46
Properties=species:S:1:pos:R:3:lowdin_charge:R:1 method="wB97M-V/def2-TZVPD" homo_lumo_gap_ev=5.202 charge=+3 e_lumo_ha=-0.45067
Li -1.258 -0.637 2.659 0.824
Zr -1.090 -0.881 -2.405 2.046
Zr -1.422 2.279 -0.039 1.982
P -2.919 0.968 -2.314 0.406
O -2.836 2.288 -1.527 -0.357
O -1.566 0.951 -1.623 -0.722
O -1.986 0.664 -3.399 -0.264
O -2.894 -0.368 -1.535 -0.339
P 0.082 -0.066 0.551 0.234
O 0.454 -0.545 1.959 -0.362
O -1.334 0.493 0.894 -0.505
O -0.109 -0.984 -0.626 -0.359
O 0.371 1.374 0.168 -0.401
O 0.444 -2.371 -2.826 -0.098
H 0.755 -2.938 -2.120 0.017
H 0.978 -2.615 -3.582 0.132
O 1.622 -3.421 -0.733 -0.003
H 1.386 -2.823 -0.023 0.010
H 1.651 -4.284 -0.320 0.092
O -3.483 1.907 0.938 -0.070
H -4.078 2.656 0.930 0.109
H -3.979 1.211 1.370 0.116
O -1.701 -2.947 -1.363 -0.046
H -1.153 -3.501 -0.807 0.091
H -2.580 -3.033 -0.995 0.103
O -0.432 3.432 -1.628 -0.038
H 0.055 3.243 -2.430 0.116
H -0.448 4.387 -1.577 0.127
O 0.821 0.379 -2.724 -0.040
H 1.767 0.277 -2.824 0.130
H 0.700 1.307 -2.524 0.062
O 3.478 -1.077 1.089 -0.031
H 3.359 -1.915 1.538 0.017
H 2.940 -0.461 1.585 -0.025
O 1.703 -2.805 2.311 -0.038
H 1.154 -3.318 2.904 0.065
H 1.263 -1.957 2.249 -0.050
O 2.803 2.078 0.497 -0.028
H 3.202 2.332 -0.335 0.041
H 1.897 1.866 0.273 -0.069
O -1.228 2.764 2.172 -0.058
H -0.871 2.276 2.915 0.111
H -1.553 3.579 2.554 0.116
O 2.230 0.397 3.513 -0.032
H 1.511 0.065 2.974 -0.073
H 2.297 -0.229 4.235 0.058

# 3
53
Properties=species:S:1:pos:R:3:nbo_charge:R:1 method="wB97M-V/def2-TZVPD" homo_lumo_gap_ev="4.497 / 7.120" charge=+1 e_lumo_ha="-0.23792 / -0.19867" spin_multiplicity=10
Cr -0.393 2.247 3.946 0.950
Cr -1.985 4.134 -0.312 1.689
N -0.756 1.375 0.868 0.765
O -0.421 0.310 0.496 -0.357
O -0.217 1.885 1.830 -0.609
O -1.468 2.101 0.187 -0.622
N -2.168 4.702 2.988 0.749
O -3.096 5.442 3.179 -0.344
O -1.571 4.123 3.897 -0.556
O -1.738 4.482 1.798 -0.699
C 0.660 7.120 0.864 -0.653
C 1.152 7.029 -0.577 -0.082
O 1.970 5.897 -0.664 -0.441
C 1.470 4.666 -0.759 1.060
O 0.247 4.300 -0.681 -0.821
O 2.537 3.755 -0.873 -0.461
C 2.181 2.459 -1.357 -0.275
H 0.184 8.054 1.161 0.241
H 1.451 6.897 1.579 0.232
H -0.084 6.361 1.107 0.204
H 1.883 7.827 -0.710 0.224
H 0.327 7.105 -1.285 0.190
H 2.915 1.696 -1.099 0.224
H 2.213 2.496 -2.446 0.195
H 1.166 2.130 -1.132 0.198
C -1.172 -3.112 -1.249 -0.644
C -2.172 -3.911 -0.440 -0.078
O -3.244 -4.582 -1.027 -0.475
C -4.265 -3.950 -1.681 0.698
O -4.410 -2.751 -1.877 -0.553
C -5.351 -4.939 -2.147 0.903
F -4.932 -6.210 -2.105 -0.308
F -6.436 -4.816 -1.331 -0.311
F -5.591 -4.697 -3.386 -0.283
H -0.758 -2.353 -0.584 0.219
H -1.617 -2.573 -2.085 0.223
H -0.499 -3.759 -1.811 0.223
H -2.431 -3.205 0.349 0.176
H -1.679 -4.785 -0.014 0.212
C 2.150 -1.732 1.026 -0.649
C 2.793 -2.986 1.692 -0.082
O 3.398 -3.904 0.813 -0.468
C 2.627 -4.767 0.172 0.694
O 1.388 -4.783 0.267 -0.577
C 3.406 -5.805 -0.744 0.916
F 4.629 -5.389 -0.870 -0.288
F 3.383 -6.965 -0.062 -0.305
F 2.857 -6.014 -1.991 -0.309
H 1.181 -1.972 0.587 0.229
H 2.605 -1.445 0.079 0.217
H 2.073 -0.888 1.712 0.219
H 2.017 -3.470 2.285 0.199
H 3.590 -2.829 2.418 0.202

# 4
57
Properties=species:S:1:pos:R:3:nbo_charge:R:1 method="wB97M-V/def2-TZVPD" homo_lumo_gap_ev="7.547 / 7.278" e_above_lowest_kj_mol=0.0 e_lumo_ha="0.00315 / -0.01072" spin_multiplicity=3
Ni 1.136 0.425 2.091 1.279
C 2.125 -1.198 -5.104 -0.594
C 1.031 -0.164 -4.809 -0.076
C 1.537 1.225 -5.217 -0.594
C -0.190 -0.502 -5.662 -0.605
C 0.712 -0.171 -3.314 -0.077
C 1.711 0.105 -2.386 -0.179
C 1.387 0.093 -1.050 -0.188
Br 2.769 0.485 0.210 0.037
C 0.118 -0.174 -0.506 0.375
O -0.104 -0.170 0.789 -0.870
C -0.890 -0.455 -1.452 -0.103
C -0.554 -0.440 -2.807 -0.138
C -2.358 -0.774 -1.112 -0.071
C -2.709 -2.162 -1.669 -0.595
C -3.264 0.279 -1.765 -0.595
C -2.691 -0.790 0.384 -0.591
H 2.373 -1.192 -6.168 0.204
H 1.802 -2.204 -4.830 0.212
H 3.039 -0.982 -4.550 0.204
H 1.784 1.240 -6.281 0.204
H 2.435 1.500 -4.663 0.204
H 0.783 1.990 -5.026 0.213
H 0.088 -0.487 -6.717 0.211
H -0.998 0.219 -5.523 0.210
H -0.584 -1.495 -5.438 0.210
H 2.721 0.329 -2.700 0.211
H -1.346 -0.654 -3.508 0.200
H -2.590 -2.224 -2.750 0.202
H -3.750 -2.400 -1.436 0.204
H -2.076 -2.929 -1.219 0.210
H -3.162 0.308 -2.850 0.201
H -3.035 1.275 -1.382 0.213
H -4.310 0.059 -1.538 0.204
H -2.114 -1.537 0.925 0.217
H -3.753 -1.030 0.482 0.191
H -2.504 0.171 0.857 0.223
C 1.263 -2.757 5.040 -0.275
C 1.072 -2.022 6.203 -0.136
C 0.903 -0.654 6.134 -0.241
C 0.924 -0.020 4.893 0.217
N 1.125 -0.745 3.779 -0.554
C 1.284 -2.068 3.846 0.081
C 0.725 1.440 4.673 -0.057
C 0.438 2.299 5.732 -0.226
C 0.224 3.643 5.475 -0.212
C 0.300 4.115 4.169 -0.205
C 0.590 3.244 3.128 -0.233
C 0.809 1.884 3.348 -0.432
H 1.393 -3.828 5.054 0.229
H 1.052 -2.518 7.164 0.222
H 0.753 -0.079 7.035 0.223
H 1.431 -2.572 2.898 0.209
H 0.370 1.944 6.752 0.201
H -0.005 4.319 6.289 0.209
H 0.129 5.165 3.968 0.210
H 0.647 3.641 2.119 0.206

# 5
27
Properties=species:S:1:pos:R:3:nbo_charge:R:1 method="wB97M-V/def2-TZVPD" homo_lumo_gap_ev="9.186 / 3.840" charge=+1 e_above_lowest_kj_mol=0.0 e_lumo_ha="-0.11972 / -0.31576" spin_multiplicity=2
O -0.864 -1.047 -0.583 -0.751
C -0.404 -0.446 0.402 0.693
N -0.764 0.813 0.504 -0.790
C 0.573 -1.082 1.358 -0.728
H -1.312 1.098 -0.294 0.405
H -0.778 1.247 1.416 0.435
H 0.317 -1.073 2.418 0.264
H 1.395 -0.368 1.413 0.253
H 1.042 -1.977 0.948 0.229
O 0.312 2.180 2.550 -0.669
C 0.285 3.372 2.325 0.700
N -0.233 4.253 3.219 -0.811
C 0.714 3.974 0.949 -0.733
H -0.442 3.888 4.137 0.417
H -0.394 5.209 2.936 0.406
H 1.427 3.323 0.443 0.246
H 0.975 5.030 1.013 0.229
H -0.090 3.996 0.213 0.236
O -0.126 -3.946 -4.623 -0.042
C -0.192 -3.605 -3.447 0.615
N 0.017 -2.376 -3.151 -0.678
C -0.344 -4.496 -2.254 -0.684
H 0.284 -1.804 -3.939 0.428
H -0.167 -2.034 -2.218 0.484
H 0.137 -5.470 -2.342 0.280
H -1.402 -4.648 -2.037 0.287
H 0.033 -4.011 -1.355 0.278